Molecular formula: C2H8S4Si
Method: DFT, ωB97M-V/def2-TZVPD

Summary:
Highest occupied orbital energy ... -8.623 eV
ΔE to the lowest compared entry with this formula, charge and spin ... 3.980 eV
SMILES string ... [SiH3][C@H](S)C(S)(S)S
Frontier orbital gap ... 8.94 eV
Max |F| ... 3.8 eV/Å

```
15
C2H8S4Si (ωB97M-V/def2-TZVPD)
Si 1.1721 -0.0225 -1.9659
C 0.0699 -0.7940 -0.3972
S -1.3131 -1.6917 -1.1633
C -0.2730 0.2165 0.6790
S 1.2731 0.3123 1.5438
S -0.7367 1.9276 0.1127
S -1.5746 -0.2915 1.7388
H 0.8225 -1.1386 -2.8732
H 2.4996 -0.1816 -1.3655
H 0.8336 1.2010 -2.5535
H 0.8314 -1.4689 0.1309
H -1.8168 -2.4951 -0.1139
H 1.0406 1.5045 2.2999
H -1.5456 2.3197 1.1670
H -1.2831 0.6021 2.7605
```



Molecular formula: CH4N3P
Method: DFT, ωB97M-V/def2-TZVPD

Summary:
Highest occupied orbital energy (spin up / spin down) ... -9.962 / -7.980 eV
ΔE to the lowest compared entry with this formula, charge and spin ... 3.125 eV
Frontier orbital gap (spin up / spin down) ... 9.14 / 7.38 eV
Max |F| ... 3.7 eV/Å

```
9
CH4N3P (ωB97M-V/def2-TZVPD)
C -0.1493 -1.5189 1.4856
N 0.5773 -2.3982 1.6343
N 1.4367 0.4300 0.5439
N -1.8431 -0.7952 -0.2863
P -1.1537 -0.1069 1.0668
H 2.0193 0.4695 1.3992
H 1.0792 1.3118 0.4724
H -1.3996 -1.7159 -0.5877
H -2.7250 -0.4631 -0.8770
```



Molecular formula: C16H42BF4N2O6
Method: DFT, ωB97M-V/def2-TZVPD

Summary:
Highest occupied orbital energy ... -6.601 eV
Total charge ... -1
ΔE to the lowest compared entry with this formula, charge and spin ... 3.797 eV
Frontier orbital gap ... 8.91 eV
Max |F| ... 16.3 eV/Å

```
71
C16H42BF4N2O6 (ωB97M-V/def2-TZVPD)
B -0.0933 -0.8116 0.5783
F 1.1287 -0.8126 1.2823
F -0.4953 0.3924 0.1653
F 0.0237 -1.8126 -0.4667
F -0.9753 -1.1996 1.5383
C -0.2393 3.7944 1.7073
C -1.1093 4.4974 0.7093
N -1.6373 5.0584 -0.0867
H 0.8957 4.2114 1.7503
H -0.6893 3.8494 2.6953
H 0.0437 2.9994 1.2883
C 4.2347 0.5134 0.5873
C 4.4157 0.6054 -0.8747
N 4.4687 0.7604 -2.0637
H 3.6227 -0.3486 0.8433
H 5.2397 0.5694 0.9593
H 3.5207 1.2304 0.9913
C -2.1353 -6.2096 0.4033
C -1.5173 -4.8096 0.4703
O -1.6673 -4.1106 -0.6837
H -1.5353 -6.8776 -0.4447
H -3.0103 -6.0656 -0.1127
H -2.2973 -6.8556 1.3213
H -0.5633 -4.6886 1.0383
H -2.2803 -4.2766 1.3723
H -1.2583 -3.3026 -0.5497
C 0.9047 2.2844 -1.7947
C 1.7237 3.1834 -2.7127
O 2.6147 2.3134 -3.5247
H 0.1527 1.5214 -2.3627
H 0.5647 3.1124 -1.0977
H 1.5777 1.7014 -1.1507
H 2.3747 3.9674 -2.2027
H 1.0217 3.6204 -3.3837
H 3.2097 1.9864 -3.0987
C -3.6913 -1.1196 -3.2937
C -2.7423 -0.9676 -1.9867
O -2.5733 0.5344 -1.8387
H -3.7903 -2.1776 -3.7257
H -3.1823 -0.7046 -4.0587
H -4.5763 -0.7756 -3.1517
H -1.7093 -1.3736 -2.0637
H -3.1203 -1.4416 -1.1177
H -1.9333 0.7724 -1.0817
C -4.1843 2.1704 2.4163
C -3.0103 1.5594 1.7283
O -3.2883 0.1454 1.5203
H -5.2183 1.7294 2.0503
H -3.9703 3.1134 2.3943
H -3.9753 1.9884 3.2833
H -2.0733 1.6964 2.4163
H -2.8083 1.9954 0.6893
H -2.5953 -0.3986 1.5003
C 3.1437 -1.8556 -3.8637
C 2.0767 -1.5966 -2.9287
O 2.0367 -2.6026 -1.9577
H 2.9777 -2.8096 -4.2997
H 4.0557 -1.6776 -3.4677
H 3.0497 -1.2186 -4.5897
H 0.9587 -1.5656 -3.2537
H 2.1017 -0.8116 -2.3387
H 1.3037 -2.5106 -1.3807
C 2.2257 1.6054 5.3133
C 1.9037 0.9274 3.8343
O 0.7957 -0.0056 3.8933
H 2.4967 1.0364 5.8963
H 1.2677 2.0284 5.7193
H 2.9487 2.3744 5.2723
H 2.7007 0.5234 3.3013
H 1.5997 1.6414 3.1383
H 0.5667 -0.2206 2.9403
```



Molecular formula: C18H16N4O3PtS
Method: DFT, ωB97M-V/def2-TZVPD

Summary:
Highest occupied orbital energy ... -7.570 eV
ΔE to the lowest compared entry with this formula, charge and spin ... 0.434 eV
Frontier orbital gap ... 7.74 eV
Max |F| ... 0.6 eV/Å

```
43
C18H16N4O3PtS (ωB97M-V/def2-TZVPD)
Pt 0.1110 -0.8498 -0.2180
O -5.0974 -1.6081 0.9765
C -5.0648 -1.7085 -0.3628
C -6.2684 -1.9856 -1.0128
C -6.3100 -2.1079 -2.3861
C -5.1532 -1.9586 -3.1477
C -3.9614 -1.6809 -2.5113
C -3.8931 -1.5474 -1.1224
C -2.5894 -1.2446 -0.5027
O -1.5779 -1.0560 -1.2913
N -2.5233 -1.1460 0.8051
N -1.2320 -0.8711 1.2244
C -0.9335 -1.0654 2.4583
C 0.3861 -0.9434 3.0290
C 0.4744 -1.1369 4.4207
C 1.6658 -1.0759 5.1002
C 2.8334 -0.8175 4.3770
C 2.7894 -0.6273 3.0173
C 1.5775 -0.6832 2.2938
O 1.6444 -0.4462 1.0069
H -4.1830 -1.4120 1.2846
H -7.1568 -2.1012 -0.4064
H -7.2543 -2.3223 -2.8709
H -5.1871 -2.0626 -4.2236
H -3.0470 -1.5600 -3.0753
H -1.7455 -1.3865 3.1053
H -0.4418 -1.3404 4.9634
H 1.6973 -1.2224 6.1706
H 3.7859 -0.7658 4.8904
H 3.6877 -0.4062 2.4536
C 2.6002 0.6669 -2.9881
N 3.4163 -0.0699 -2.0377
C 4.6342 0.3292 -1.5197
C 4.9800 -0.5675 -0.5731
N 3.9645 -1.4966 -0.5311
C 2.9974 -1.1817 -1.4083
S 1.5458 -2.0432 -1.6732
H 3.1596 1.5368 -3.3207
H 1.6744 0.9776 -2.5049
H 2.3544 0.0314 -3.8355
H 5.1402 1.2080 -1.8753
H 5.8437 -0.6219 0.0629
H 3.8473 -2.2375 0.1402
```



Molecular formula: C21H19BF4IIrN6O4S
Method: DFT, ωB97M-V/def2-TZVPD

Summary:
Highest occupied orbital energy (spin up / spin down) ... -10.825 / -10.885 eV
Total charge ... +1
ΔE to the lowest compared entry with this formula, charge and spin ... 2.428 eV
2S+1 ... 2
Frontier orbital gap (spin up / spin down) ... 5.40 / 5.39 eV
⟨S²⟩ ... 0.76
Max |F| ... 0.9 eV/Å

```
58
C21H19BF4IIrN6O4S (ωB97M-V/def2-TZVPD)
Ir -0.3806 0.7303 -0.1606
C -2.5077 -1.3197 -0.0578
N -2.4694 0.1503 -0.2744
C -3.3019 0.8792 0.7010
C -2.4284 0.9928 1.9080
N -1.1776 0.5912 1.8002
C -0.5682 0.8701 3.0297
C 0.7341 0.6526 3.4641
C 1.0250 1.0076 4.7634
C 0.0477 1.5553 5.6130
C -1.2491 1.7614 5.1912
C -1.5302 1.4063 3.8772
N -2.7090 1.4642 3.1259
C -1.1656 -1.9162 -0.3635
N -0.0390 -1.2625 -0.0726
C 1.0132 -2.1050 -0.4592
C 2.3924 -1.9527 -0.3535
C 3.1720 -2.9824 -0.8350
C 2.6018 -4.1379 -1.3989
C 1.2360 -4.3050 -1.4816
C 0.4580 -3.2626 -0.9916
N -0.9248 -3.1026 -0.9052
H -3.2983 -1.7838 -0.6410
H -2.6933 -1.4890 1.0047
H -2.7078 0.3737 -1.2437
H -4.2214 0.3345 0.9292
H -3.5724 1.8530 0.2937
H 1.4832 0.2347 2.8051
H 2.0270 0.8639 5.1437
H 0.3219 1.8195 6.6249
H -1.9983 2.1791 5.8494
H -3.5986 1.8297 3.4246
H 2.8319 -1.0649 0.0823
H 4.2488 -2.9013 -0.7773
H 3.2543 -4.9155 -1.7712
H 0.7956 -5.1954 -1.9082
H -1.6310 -3.6903 -1.3217
F -1.3174 0.0152 -2.6203
B -2.0914 -0.9415 -3.4105
F -1.2631 -2.0536 -3.5773
F -2.5104 -0.3657 -4.5672
F -3.1860 -1.2903 -2.5655
I 2.6132 -0.8975 -4.8588
C 2.3944 0.3999 -3.2859
C 3.2510 1.5631 -3.1747
C 3.0329 2.4235 -2.1859
C 1.9445 2.2337 -1.1916
N 1.1202 1.0086 -1.3300
C 1.4084 0.1706 -2.3991
H 4.0468 1.7182 -3.8893
H 3.6426 3.3053 -2.0411
H 2.3600 2.2100 -0.1841
H 0.7477 -0.6693 -2.5469
O -1.1024 2.6561 -0.6674
S 0.0148 3.4860 -0.0920
O -0.2281 4.8348 0.2281
O 0.5381 2.6095 0.9898
O 1.1139 3.4208 -1.2443
```



Molecular formula: C4H8O
Method: DFT, ωB97M-V/def2-TZVPD

Summary:
Highest occupied orbital energy ... -8.467 eV
ΔE to the lowest compared entry with this formula, charge and spin ... 3.753 eV
Frontier orbital gap ... 9.62 eV
Max |F| ... 3.4 eV/Å

```
13
C4H8O (ωB97M-V/def2-TZVPD)
C 0.0715 1.5110 0.5982
C -0.8663 0.1904 0.0296
C -0.3304 -0.8171 -1.0527
C 0.7299 -1.0557 0.0188
O -0.0864 -0.5171 1.0431
H -0.6495 2.0950 1.1504
H 0.9333 1.3718 1.3391
H 0.5088 1.9966 -0.2531
H -1.9626 -0.0084 0.2100
H -0.9452 -1.7280 -1.1970
H -0.0149 -0.4742 -2.0405
H 1.6654 -0.5063 -0.1987
H 0.9463 -2.0580 0.3528
```